[1]
Molecular formula: C15H36N5O2
Method: DFT, ωB97M-V with the def2-TZVPD basis set

Structure (XYZ):
```
58
C15H36N5O2 ωB97M-V with the def2-TZVPD basis set
C 0.33948 -0.94178 0.43975
C 0.16108 -2.07996 0.71489
N -0.06158 -3.43460 1.01665
C 1.18774 -4.03864 1.64999
N 1.28120 -5.40663 1.23613
C 1.53337 -5.56211 -0.22249
C -1.26661 -3.58640 1.93980
C -2.53783 -3.28129 1.16178
C -3.16076 -4.42149 0.41588
N -3.06215 -2.12718 1.12868
H 0.64810 0.08185 0.30229
H -0.27303 -3.90770 0.13153
H 1.02252 -3.99911 2.72548
H 2.03911 -3.39518 1.42009
H 2.07853 -5.79576 1.72466
H 0.65348 -5.99345 -0.69720
H 2.37855 -6.21304 -0.41105
H 1.73110 -4.59547 -0.69472
H -1.26290 -4.60525 2.31599
H -1.12565 -2.85491 2.73045
H -2.42379 -5.10194 -0.01533
H -3.78433 -5.01477 1.08515
H -3.79187 -4.03168 -0.37641
H -2.54465 -1.46034 1.70299
C 1.86688 1.05702 -2.72147
C 2.15223 2.34300 -1.96058
C 2.89010 3.40306 -2.78831
O 4.26929 3.15414 -2.96247
C 4.60624 2.30292 -4.04196
N 2.86681 2.00904 -0.72194
H 2.76370 0.44942 -2.84631
H 1.14160 0.45704 -2.16846
H 1.44875 1.25419 -3.70960
H 1.18884 2.77610 -1.67609
H 2.83211 4.35206 -2.24941
H 2.40300 3.55303 -3.76025
H 3.93449 2.45185 -4.89219
H 4.59198 1.24995 -3.74790
H 5.61965 2.55357 -4.35126
H 2.96871 2.85278 -0.16550
H 3.81974 1.76175 -0.97671
C -2.65159 2.00449 0.27730
C -1.71946 2.26842 1.45545
C -2.37809 3.04620 2.60392
O -2.51956 4.42636 2.36132
C -3.67909 4.80971 1.64114
N -0.49776 2.91328 0.97209
H -2.81638 2.90257 -0.31637
H -2.21903 1.25531 -0.38771
H -3.62119 1.63425 0.61463
H -1.42632 1.29369 1.86676
H -1.72854 2.97029 3.48060
H -3.34449 2.60227 2.87715
H -4.53458 4.17932 1.89930
H -3.51456 4.77622 0.56164
H -3.90762 5.83751 1.91693
H 0.16139 2.98744 1.74226
H -0.72640 3.87856 0.74899
```

For the strongest force on any atom, the calculation gives 1.3 eV Å⁻¹. As for the LUMO energy: -2.6179 eV. As for the orbital gap: 8.58 eV. Its total charge is +1. The total energy comes out at -1016.98166 hartree.



[2]
Molecular formula: C3H6N2O2
Method: DFT, ωB97M-V with the def2-TZVPD basis set

Structure (XYZ):
```
13
C3H6N2O2 ωB97M-V with the def2-TZVPD basis set
O 2.69152 0.46280 0.95035
C 1.50920 0.67832 1.07028
C 0.64847 0.96768 -0.15756
N 0.26116 -0.22540 -0.87995
C -0.75601 -1.09152 -0.60352
N -1.73763 -0.66336 0.27296
O -0.87804 -2.13628 -1.23225
H 1.07738 0.46490 2.06652
H -0.24689 1.47364 0.23021
H 1.22240 1.63349 -0.79666
H 0.62372 -0.27565 -1.81240
H -2.14850 -1.46547 0.70812
H -2.26677 0.17685 0.18389
```

For the strongest force on any atom, the calculation gives 2.2 eV Å⁻¹. As for the LUMO energy: 0.5697 eV. As for the orbital gap: 10.20 eV. Its total charge is 0. The energy relative to the best compared isomer or geometry (same formula, charge and spin) comes out at 163.0 kJ/mol. The total energy comes out at -377.89727 hartree. As for the SMILES: NC(=O)NCC=O.



[3]
Molecular formula: C5H6N2O5
Method: DFT, ωB97M-V with the def2-TZVPD basis set

Structure (XYZ):
```
18
C5H6N2O5 ωB97M-V with the def2-TZVPD basis set
C 2.20504 1.01734 -0.02192
C -0.08566 -1.30270 -0.45540
C 1.70163 2.31666 0.52125
C -1.18391 -2.32868 -0.20667
C 0.98245 -1.84852 -1.23942
N 1.65220 -2.44343 -2.00603
N 2.21766 -0.17423 0.90656
O 2.48529 0.91174 -1.17023
O -0.10654 -0.16718 -0.09812
O 2.52227 -2.88622 -2.71518
O 2.69579 -1.20202 0.42089
O 1.85378 -0.05854 2.06039
H 1.62609 2.91479 -0.27000
H 0.67280 2.24692 1.13446
H 2.51365 2.77709 1.16319
H -1.22519 -2.98026 -1.06551
H -0.75273 -2.81268 0.69920
H -2.03673 -1.93878 0.28687
```

For the strongest force on any atom, the calculation gives 5.8 eV Å⁻¹. As for the LUMO energy (alpha / beta): -1.0878 / -1.0879 eV. As for the orbital gap (alpha / beta): 8.92 / 8.91 eV. Its total charge is 0. The energy relative to the best compared isomer or geometry (same formula, charge and spin) comes out at 730.9 kJ/mol. The total energy comes out at -679.59615 hartree. As for the SMILES: CC(=O)[N+](=O)[O-].CC(=O)C#[N+][O-].



[4]
Molecular formula: C45H57N9O4PPbS2
Method: DFT, ωB97M-V with the def2-TZVPD basis set

Structure (XYZ):
```
119
C45H57N9O4PPbS2 ωB97M-V with the def2-TZVPD basis set
Pb -2.57458 0.79163 0.91498
O -2.54791 3.31561 4.61811
C -2.37009 4.54454 4.08414
C -1.80631 5.56322 4.85369
C -1.62247 6.82853 4.33313
C -2.00075 7.10229 3.02549
C -2.53970 6.08954 2.25226
C -2.73774 4.80033 2.75157
C -3.21068 3.71350 1.83530
O -3.48464 2.57852 2.30137
N -3.31084 4.07279 0.53557
N -3.55949 2.99629 -0.20765
C -3.94585 3.15667 -1.41829
C -4.34090 2.02240 -2.25557
C -4.55670 2.20565 -3.62486
C -4.99730 1.14402 -4.39090
C -5.20880 -0.08625 -3.78586
C -4.94631 -0.18963 -2.42803
N -4.53340 0.82651 -1.67830
H -2.08590 3.26357 5.46198
H -1.49705 5.33893 5.86939
H -1.17739 7.59922 4.95064
H -1.85583 8.09052 2.60690
H -2.80738 6.26403 1.22048
H -4.04506 4.16155 -1.82996
H -4.37154 3.17688 -4.06819
H -5.16651 1.27092 -5.45367
H -5.56117 -0.94069 -4.34780
H -5.07746 -1.13549 -1.90871
S -0.32374 2.14966 1.78168
C -0.50609 1.31048 3.27397
S -1.61517 -0.02205 3.37907
C 0.23352 1.68826 4.38946
C 0.06578 1.05365 5.65976
N -0.05160 0.58869 6.71028
C 1.16177 2.77339 4.35855
N 1.92125 3.64295 4.38078
N -6.47919 -3.35435 4.69953
C -5.77852 -2.69590 3.70349
C -4.49214 -3.09689 3.34193
C -3.83680 -2.41588 2.33602
N -4.37145 -1.38910 1.66874
C -5.60699 -1.01887 2.00901
C -6.34588 -1.63311 3.00065
H -5.91702 -3.86099 5.36211
H -7.22593 -2.83433 5.12745
H -4.00127 -3.91243 3.86061
H -2.81991 -2.68907 2.06385
H -6.01499 -0.17229 1.46310
H -7.34138 -1.27996 3.24510
O -0.34279 -2.27091 1.15241
H -0.51074 -1.71635 1.93610
H -0.67935 -1.75994 0.39701
N -1.15681 -0.23045 -2.97167
C -1.76205 -1.43671 -2.76358
C -2.24737 -2.21061 -3.83537
C -2.88362 -3.39876 -3.56315
C -3.03629 -3.81049 -2.24039
C -2.51944 -2.99097 -1.25495
N -1.89161 -1.83631 -1.49341
H -0.83427 -0.03822 -3.90346
H -0.52383 0.06272 -2.22614
H -2.11403 -1.85961 -4.85233
H -3.25905 -4.01028 -4.37534
H -3.53549 -4.73497 -1.98461
H -2.60211 -3.26618 -0.20817
O 1.00748 -0.26196 -0.90160
P 2.47185 -0.59471 -0.93266
C 2.71667 -1.97439 -2.12712
C 1.78998 -3.14865 -1.71847
C 2.56736 -4.26241 -1.02047
C 3.62007 -4.88254 -1.95957
C 4.10850 -3.87426 -3.01253
C 4.14747 -2.45926 -2.43633
C 2.92038 -1.14285 0.75441
C 4.23134 -1.85041 1.13918
C 5.39585 -0.91677 1.46378
C 4.98815 0.14320 2.48596
C 3.77518 0.92607 1.98563
C 2.58728 -0.00678 1.73286
C 3.33668 0.89730 -1.57213
C 4.86955 0.88258 -1.67996
C 5.35359 1.98383 -2.62397
C 4.86217 1.76245 -4.06777
C 3.56139 0.94654 -4.10371
C 2.67324 1.30397 -2.91403
H 2.30017 -1.52637 -3.03648
H 1.30744 -3.56003 -2.61030
H 0.98640 -2.78848 -1.07656
H 1.87208 -5.02732 -0.67169
H 3.04909 -3.85771 -0.12811
H 3.20144 -5.75680 -2.46404
H 4.47163 -5.23707 -1.37213
H 3.43744 -3.88252 -3.87720
H 5.09751 -4.16088 -3.37763
H 4.62928 -1.78590 -3.14673
H 4.77063 -2.46311 -1.53884
H 2.11144 -1.87949 0.84547
H 4.53738 -2.57692 0.38589
H 4.00245 -2.42716 2.04241
H 5.73838 -0.42834 0.54965
H 6.23661 -1.50852 1.83715
H 5.82828 0.81218 2.69169
H 4.72614 -0.34851 3.42996
H 4.04995 1.44621 1.06080
H 3.48443 1.69356 2.70244
H 1.72502 0.56085 1.36715
H 2.28864 -0.45764 2.68576
H 3.03864 1.63591 -0.82185
H 5.23571 -0.08424 -2.03434
H 5.30586 1.04633 -0.69704
H 6.44367 2.03498 -2.60176
H 4.98649 2.94315 -2.24858
H 5.63137 1.25557 -4.65578
H 4.69148 2.73225 -4.54094
H 3.79258 -0.12242 -4.07947
H 3.03141 1.13197 -5.04013
H 1.68954 0.84222 -2.99811
H 2.50153 2.38385 -2.91742
```

For the strongest force on any atom, the calculation gives 0.7 eV Å⁻¹. As for the LUMO energy: 2.1274 eV. As for the orbital gap: 6.82 eV. Its total charge is -1. The energy relative to the best compared isomer or geometry (same formula, charge and spin) comes out at 8.2 kJ/mol. The total energy comes out at -3873.51640 hartree.



[5]
Molecular formula: C45H49N7OSb2Ti
Method: DFT, ωB97M-V with the def2-TZVPD basis set

Structure (XYZ):
```
105
C45H49N7OSb2Ti ωB97M-V with the def2-TZVPD basis set
Ti -1.42752 -0.59887 -1.10154
C -1.69852 1.06283 2.96756
C -0.53502 1.03673 3.94616
C 0.42138 -0.13637 3.79466
Sb 1.60638 0.02373 1.96136
C 1.96028 -2.02437 1.38346
C 1.37108 -3.15307 1.92476
C 1.70368 -4.40977 1.43916
C 2.66168 -4.54117 0.44766
C 3.29668 -3.41657 -0.05424
C 2.92888 -2.16227 0.39756
C 3.47928 0.30133 2.99936
C 3.70938 1.50693 3.63896
C 4.87388 1.68293 4.36766
C 5.80568 0.66113 4.43926
C 5.56498 -0.54127 3.79906
C 4.40318 -0.72327 3.06836
Sb -1.14462 1.45333 0.89456
C -2.76152 2.81083 0.37266
C -2.47452 3.71243 -0.65224
C -3.39552 4.67663 -1.02634
C -4.61372 4.74943 -0.37194
C -4.91492 3.84453 0.63356
C -3.99522 2.87303 1.00566
C 0.15518 3.14313 1.29896
C -0.39532 4.12813 2.10646
C 0.39628 5.16583 2.57096
C 1.73228 5.23703 2.21146
C 2.26638 4.28803 1.35626
C 1.47998 3.24043 0.89896
H -2.37162 1.87383 3.24906
H -2.26122 0.12483 3.00296
H -0.96662 0.98973 4.95106
H 0.01778 1.97993 3.88016
H -0.11352 -1.08737 3.85266
H 1.14698 -0.11437 4.60896
H 0.69188 -3.06517 2.76116
H 1.23258 -5.28717 1.85586
H 2.94488 -5.51937 0.09296
H 4.08788 -3.52087 -0.78004
H 3.43038 -1.27577 0.02236
H 2.98088 2.30613 3.58486
H 5.04918 2.61723 4.87816
H 6.72238 0.79893 4.99086
H 6.27718 -1.34787 3.86576
H 4.22578 -1.66427 2.57186
H -1.48472 3.70723 -1.10854
H -3.15732 5.38173 -1.80614
H -5.31432 5.52843 -0.62534
H -5.86622 3.90563 1.14126
H -4.23412 2.19003 1.81406
H -1.44232 4.08483 2.38086
H -0.03222 5.91013 3.22516
H 2.35638 6.03123 2.58926
H 3.30228 4.35663 1.05666
H 1.92818 2.51313 0.22686
N -2.14072 -3.67587 -1.93964
C -2.01592 -3.48817 -0.58214
C -2.44752 -4.54007 0.24456
C -2.40012 -4.39997 1.61016
C -1.88842 -3.21077 2.13616
C -1.44552 -2.24047 1.27046
N -1.51512 -2.34107 -0.07704
C -1.69432 -2.95357 -3.03074
C -1.54922 -3.66147 -4.23524
C -1.07102 -3.01957 -5.35224
C -0.73742 -1.66927 -5.24074
C -0.93232 -1.03787 -4.03964
N -1.42952 -1.63927 -2.93104
H -2.39402 -4.62837 -2.18284
H -2.82772 -5.44537 -0.20044
H -2.75472 -5.18737 2.25486
H -1.84962 -3.06697 3.20466
H -0.99862 -1.32517 1.64466
H -1.79262 -4.71067 -4.26854
H -0.93102 -3.54707 -6.27924
H -0.32372 -1.12407 -6.07054
H -0.64612 0.00503 -3.95164
N -2.29032 1.08123 -2.32294
C -3.60552 0.59833 -2.79144
C -4.42682 0.27203 -1.55074
N -3.67322 -0.69577 -0.72084
H -2.48052 1.93003 -1.75834
H -1.78232 1.43433 -3.13854
H -3.47732 -0.29637 -3.41734
H -4.13392 1.35013 -3.38864
H -5.40492 -0.11507 -1.84814
H -4.57742 1.18793 -0.96864
H -3.97462 -1.63637 -0.99884
H -3.98572 -0.58917 0.25096
N 4.74458 0.37543 -4.41714
C 3.56858 -0.24517 -4.48004
O 3.06778 -0.74397 -5.46214
C 2.69928 -0.26907 -3.24274
C 2.23318 -1.49067 -2.75074
C 1.18338 -1.51987 -1.85614
N 0.51228 -0.40847 -1.47864
C 0.99708 0.77343 -1.91504
C 2.08558 0.88823 -2.75524
H 5.31778 0.38703 -5.24764
H 5.16978 0.67543 -3.55744
H 2.67768 -2.41247 -3.09434
H 0.84338 -2.46447 -1.43254
H 0.46738 1.66613 -1.57544
H 2.42008 1.86563 -3.06594
```

The multiplicity is 2. For the strongest force on any atom, the calculation gives 2.3 eV Å⁻¹. As for the LUMO energy (alpha / beta): -9.0400 / -8.8393 eV. As for the orbital gap (alpha / beta): 5.52 / 5.72 eV. Its total charge is +3. The total energy comes out at -3531.88011 hartree.